Record 1
Formula: C32H28BCrFN2O8Se
Source: the OMol25 dataset
Level of theory: ωB97M-V with the def2-TZVPD basis set

As for the multiplicity: 4. For the energy above the lowest of the compared OMol25 structures with the same formula, charge and spin, the calculation gives 81.1 kJ/mol. Its HOMO-LUMO gap (alpha / beta) is 5.61 / 4.67 eV. The value obtained for the calculated total energy is -150167.8554 eV. As for the total charge: -1. The expectation value of S² is 3.895. Its highest occupied orbital energy (alpha / beta) is -4.00 / -3.13 eV. The LUMO energy (alpha / beta) comes out at 0.059 / 0.057 hartree.

```
74
Properties=species:S:1:pos:R:3:forces:R:3
Cr -0.1449 0.1295 0.0273 -0.3 1.3 -1.1
C -5.3361 -3.1723 4.1190 0.2 0.0 -0.2
C -4.0493 -3.9408 3.8476 -0.6 -0.3 0.5
C -3.5884 -4.7004 5.0947 0.0 -0.2 -0.3
C -2.4770 -5.6577 4.6965 -0.1 0.0 0.1
C -1.4201 -4.9197 3.9232 0.5 -0.7 0.1
C -0.1525 -5.4856 3.7994 -0.5 0.4 0.0
C 0.8434 -4.8049 3.1247 0.3 0.3 -0.3
F 2.0643 -5.3856 3.0147 -0.3 0.1 0.1
C 0.6283 -3.5677 2.5662 -0.2 -0.2 0.1
C -0.6481 -2.9995 2.6601 0.1 -0.7 0.3
C -0.9010 -1.7417 2.0041 0.2 1.1 -1.2
O -0.0343 -1.2588 1.2055 -0.7 -2.9 2.8
C -2.1740 -1.1332 2.2573 0.3 0.1 0.0
C -3.1320 -1.8377 2.9192 0.4 -0.5 0.0
N -2.9477 -3.1026 3.3954 0.1 0.6 -0.2
C -1.6857 -3.6786 3.3398 0.5 0.4 -0.4
C -2.4900 0.2810 1.8010 0.0 0.5 -0.3
O -3.5582 0.7771 2.1430 -0.1 -0.3 0.2
O -1.5994 0.8592 1.0892 -0.5 0.1 0.3
H -6.0663 -3.8579 4.5441 0.0 0.0 0.0
H -5.7510 -2.7584 3.2040 -0.1 0.1 0.0
H -5.1688 -2.3652 4.8266 0.0 0.1 0.1
H -4.2586 -4.6801 3.0565 0.1 0.1 0.1
H -4.4297 -5.2450 5.5242 0.0 0.0 0.0
H -3.2178 -3.9883 5.8354 -0.1 0.1 0.0
H -2.8889 -6.4657 4.0832 0.0 0.0 0.0
H -2.0299 -6.1199 5.5784 0.0 0.0 0.0
H 0.0553 -6.4553 4.2252 0.0 -0.1 0.1
H 1.3934 -3.0193 2.0397 0.1 0.0 0.0
H -4.0877 -1.3682 3.0793 -0.1 0.0 -0.1
C 4.7935 4.2401 6.0654 0.0 -0.3 -0.1
C 4.6335 2.8496 5.4441 0.0 0.0 0.1
C 5.9992 2.4142 4.8848 -0.1 0.1 0.2
C 4.1964 1.8781 6.5481 0.1 0.1 -0.1
C 3.6334 2.8224 4.2928 -0.1 0.2 0.1
C 3.0819 3.9719 3.7435 0.2 0.0 0.3
C 2.3058 3.9472 2.5859 -0.2 -0.2 -0.3
C 2.1070 2.7365 1.9648 0.2 -0.1 0.0
O 1.5250 2.4579 0.7784 0.4 0.9 0.3
B 1.7136 1.0519 0.5621 -1.6 -0.5 -0.1
O 2.3044 0.4938 1.7645 0.6 0.0 0.7
C 2.5995 1.5575 2.5467 0.1 0.1 -0.1
C 3.3451 1.5852 3.7012 -0.2 -0.1 -0.3
H 5.5285 4.1963 6.8679 0.1 0.0 0.1
H 3.8523 4.5904 6.4833 -0.1 0.1 0.0
H 5.1468 4.9581 5.3296 0.0 0.1 -0.1
H 6.7662 2.4839 5.6556 0.1 0.0 0.1
H 6.2856 3.0535 4.0511 0.0 0.0 -0.1
H 5.9628 1.3876 4.5293 0.0 -0.1 -0.1
H 4.9278 1.8576 7.3554 0.1 0.0 0.1
H 4.0984 0.8692 6.1600 0.0 -0.1 0.0
H 3.2339 2.1838 6.9535 -0.1 0.0 0.1
H 3.2664 4.9339 4.1982 0.0 0.0 0.1
H 1.9018 4.8567 2.1723 0.0 0.1 -0.1
H 3.7243 0.6587 4.1018 0.1 -0.1 0.0
Se -0.4981 1.7466 -1.7333 -1.2 1.1 -0.3
C 0.8325 1.5985 -2.9351 0.2 -0.2 -0.3
N 1.6637 1.5081 -3.7310 0.3 0.0 -0.3
O 4.4328 1.0926 -2.3288 0.3 0.2 -0.1
C 4.2711 -0.1837 -2.7170 -0.3 -0.2 0.3
C 5.1460 -0.7865 -3.6125 0.1 -0.1 -0.2
C 4.9779 -2.1050 -3.9989 -0.1 0.3 0.2
C 3.9130 -2.8416 -3.5024 0.1 -0.2 -0.1
C 3.0310 -2.2550 -2.6206 0.0 0.4 0.2
C 3.1980 -0.9327 -2.1960 0.6 -0.2 -0.7
C 2.2278 -0.3511 -1.2818 -1.0 1.2 1.2
O 2.5370 0.7364 -0.6298 1.0 -1.0 -0.9
O 1.1016 -0.8719 -1.1151 1.1 -0.7 -0.7
H 5.0690 1.5348 -2.9057 -0.1 -0.1 0.0
H 5.9600 -0.1998 -4.0198 0.1 0.0 0.0
H 5.6818 -2.5526 -4.6845 0.0 0.0 -0.1
H 3.7759 -3.8677 -3.8118 0.0 -0.1 0.0
H 2.1884 -2.8055 -2.2316 -0.1 0.0 0.0
```
Positions in Å, forces in eV/Å.

=====

Record 2
Formula: C32H28BrMnN4O3S2
Source: the OMol25 dataset
Level of theory: ωB97M-V with the def2-TZVPD basis set

As for the multiplicity: 5. For the energy above the lowest of the compared OMol25 structures with the same formula, charge and spin, the calculation gives 13.5 kJ/mol. Its HOMO-LUMO gap (alpha / beta) is 6.45 / 7.69 eV. The value obtained for the calculated total energy is -168772.9848 eV. As for the total charge: 0. The expectation value of S² is 6.094. Its highest occupied orbital energy (alpha / beta) is -7.80 / -8.06 eV. The LUMO energy (alpha / beta) comes out at -0.050 / -0.013 hartree.

```
71
Properties=species:S:1:pos:R:3:forces:R:3
Mn 0.1125 0.1479 -0.2181 -0.7 -0.7 -0.1
C -0.0909 3.6857 -1.9806 -0.2 -0.1 0.0
C 0.5343 2.3250 -2.0227 0.0 0.0 0.1
N 1.0960 1.9495 -0.9011 0.4 -0.2 0.0
N 2.0571 0.9150 -1.0737 -0.1 0.1 -0.1
C 2.4452 0.3116 0.0214 0.4 0.6 -0.3
S 1.6355 0.4984 1.5432 -0.1 -0.2 -0.1
S 3.7826 -0.8125 -0.0881 0.0 -0.1 0.3
C 4.1325 -0.9105 -1.8677 0.0 0.0 0.0
C 3.7402 -2.2325 -2.4769 0.0 0.0 0.0
C 2.4623 -2.7557 -2.2986 0.0 0.0 0.0
C 2.1066 -3.9516 -2.9004 0.0 0.0 0.0
C 3.0216 -4.6441 -3.6842 0.0 0.0 0.0
C 4.2975 -4.1322 -3.8599 0.0 0.0 0.0
C 4.6534 -2.9337 -3.2546 0.0 0.0 0.0
C 0.5242 1.5398 -3.2375 0.1 0.1 0.0
C 0.6182 2.1652 -4.4956 0.1 0.0 0.0
C 0.6763 1.4325 -5.6535 0.0 -0.1 0.0
C 0.6152 0.0318 -5.5703 0.0 0.1 -0.1
C 0.4590 -0.6038 -4.3654 -0.1 0.0 0.1
C 0.3609 0.1326 -3.1608 -0.1 -0.2 -0.1
O 0.0315 -0.5052 -2.0697 0.2 0.2 0.1
H -0.2565 3.9859 -0.9475 0.0 0.0 0.0
H -1.0167 3.7385 -2.5529 0.0 0.0 0.0
H 0.6124 4.3992 -2.4186 0.0 0.0 0.0
H 5.2011 -0.7350 -1.9847 0.0 0.0 0.0
H 3.5936 -0.0869 -2.3349 0.0 0.0 0.0
H 1.7353 -2.2245 -1.6967 0.0 0.0 0.0
H 1.1090 -4.3462 -2.7521 0.0 0.0 0.0
H 2.7412 -5.5795 -4.1514 0.0 0.0 0.0
H 5.0210 -4.6673 -4.4617 0.0 0.0 0.0
H 5.6531 -2.5375 -3.3933 0.0 0.0 0.0
H 0.6875 3.2456 -4.5397 0.0 0.0 0.0
H 0.7786 1.9220 -6.6119 0.0 0.0 0.0
H 0.6799 -0.5590 -6.4761 0.0 0.0 0.0
H 0.3748 -1.6802 -4.2996 0.0 0.0 0.0
O -2.1444 0.5018 -0.7768 0.2 0.1 0.3
C -3.1652 -0.4053 -0.6113 0.0 0.0 0.0
C -4.3692 -0.1945 -1.2705 0.0 0.0 0.0
C -5.4339 -1.0535 -1.0684 0.0 0.0 0.0
C -5.2934 -2.1288 -0.2029 0.0 0.0 0.0
C -4.0753 -2.3380 0.4192 0.1 -0.1 0.0
C -2.9824 -1.4987 0.2237 -0.1 0.0 0.0
C -1.7007 -1.8282 0.9757 0.1 0.2 0.1
O -0.5242 -1.4452 0.3657 0.0 -0.2 -0.1
N -1.8153 -1.3013 2.3345 -0.2 -0.1 0.1
N -1.7065 0.0415 2.3251 0.0 0.0 0.0
C -1.2905 0.6727 3.3440 0.0 0.1 0.0
C -1.0979 2.1217 3.2602 0.0 -0.2 0.0
Br -1.4020 2.8562 1.5380 0.0 0.3 0.1
C -0.6317 2.9077 4.2300 0.0 0.0 0.0
C -0.3861 2.4744 5.6204 0.0 0.0 0.0
C 0.8134 2.8201 6.2427 0.0 0.0 0.0
C 1.0752 2.4184 7.5423 0.0 0.0 0.0
C 0.1332 1.6809 8.2475 0.0 0.0 0.0
C -1.0693 1.3454 7.6435 0.0 0.0 0.0
C -1.3283 1.7402 6.3392 0.0 0.0 0.0
H -2.3937 1.1599 -1.4305 0.0 0.0 -0.1
H -4.4678 0.6527 -1.9411 0.0 0.0 0.0
H -6.3684 -0.8801 -1.5854 0.0 0.0 0.0
H -6.1227 -2.7975 -0.0175 0.0 0.0 0.0
H -3.9542 -3.1842 1.0863 0.0 0.0 0.0
H -1.6565 -2.9172 1.0849 -0.1 0.0 0.0
H -1.2612 -1.7971 3.0267 0.2 0.1 -0.1
H -0.9837 0.1775 4.2657 0.0 0.0 0.0
H -0.3908 3.9359 3.9876 0.0 0.0 0.0
H 1.5508 3.3931 5.6935 0.0 0.0 0.0
H 2.0179 2.6786 8.0056 0.0 0.0 0.0
H 0.3296 1.3840 9.2694 0.0 0.0 0.0
H -1.8120 0.7784 8.1901 0.0 0.0 0.0
H -2.2789 1.5006 5.8789 0.0 0.0 0.0
```
Positions in Å, forces in eV/Å.

=====

Record 3
Formula: C32H28ClCoN4O6Se
Source: the OMol25 dataset
Level of theory: ωB97M-V with the def2-TZVPD basis set

For the energy above the lowest of the compared OMol25 structures with the same formula, charge and spin, the calculation gives 16.3 kJ/mol. Its HOMO-LUMO gap is 7.15 eV. The value obtained for the calculated total energy is -167381.3951 eV. As for the total charge: 0. Its highest occupied orbital energy is -7.45 eV. The LUMO energy comes out at -0.011 hartree.

```
73
Properties=species:S:1:pos:R:3:forces:R:3
Co 0.9749 0.9414 -0.1429 -0.2 -0.6 0.0
C 1.6848 1.7654 -4.1401 -0.1 0.0 0.0
O 0.9431 0.6972 -4.7238 0.0 0.0 0.0
C 0.1861 -0.1395 -3.9552 0.0 -0.1 -0.1
C -0.7392 -0.8981 -4.6526 0.1 0.1 0.0
C -1.5735 -1.8138 -4.0213 0.0 -0.1 0.1
C -1.4809 -1.9745 -2.6575 0.0 0.0 -0.1
C -0.5501 -1.2264 -1.9277 0.0 0.1 0.0
C -0.5171 -1.4048 -0.4971 0.1 -0.1 0.0
N 0.1852 -0.7064 0.3137 0.2 0.1 0.1
N 0.0133 -0.9182 1.6791 0.0 0.0 0.0
C 0.3397 0.1781 2.3084 0.1 0.0 0.0
O 0.8131 1.2358 1.7389 -0.2 0.1 0.0
C 0.2155 0.1967 3.7905 0.0 0.0 0.0
C 0.6187 1.3279 4.4933 0.0 0.0 0.0
C 0.5396 1.3512 5.8788 0.0 0.0 0.0
C 0.0549 0.2473 6.5660 0.0 0.0 0.0
C -0.3523 -0.8815 5.8650 0.0 0.0 0.0
C -0.2713 -0.9099 4.4825 0.0 0.0 0.0
C 0.3144 -0.2986 -2.5580 0.1 -0.1 0.3
O 1.2622 0.3290 -1.8894 -0.3 0.4 -0.2
H 1.9599 2.4068 -4.9755 0.0 0.0 0.0
H 2.5753 1.4072 -3.6300 0.0 0.0 0.0
H 1.0850 2.3283 -3.4256 0.0 0.0 0.0
H -0.8015 -0.7429 -5.7229 0.0 0.0 0.0
H -2.2937 -2.3757 -4.5997 0.0 0.0 0.0
H -2.1304 -2.6674 -2.1357 0.0 0.0 0.0
H -1.1687 -2.1533 -0.0514 0.0 0.0 0.0
H 0.9887 2.1811 3.9405 0.0 0.0 0.0
H 0.8515 2.2343 6.4213 0.0 0.0 0.0
H -0.0111 0.2674 7.6464 0.0 0.0 0.0
H -0.7337 -1.7424 6.3992 0.0 0.0 0.0
H -0.5799 -1.7830 3.9240 0.0 0.0 0.0
C -4.8486 2.4656 -1.0744 0.0 0.0 0.0
C -3.9901 2.4126 -2.3038 0.0 0.0 0.0
C -4.3780 1.7172 -3.4366 0.0 0.0 0.0
C -3.5511 1.6593 -4.5493 0.0 0.0 0.0
Cl -4.0633 0.7566 -5.9482 0.0 0.0 0.0
C -2.3279 2.2929 -4.5555 0.0 0.0 0.0
C -1.9255 2.9967 -3.4270 0.0 0.0 0.0
C -2.7480 3.0536 -2.3146 0.0 0.0 0.0
O -2.4312 3.7298 -1.1615 0.0 0.0 0.0
C -1.0799 4.0280 -0.9276 0.0 0.0 0.0
C -0.2452 2.7915 -0.6861 0.1 0.0 0.0
O 1.0123 2.8709 -0.6094 0.1 0.1 0.0
O -0.7804 1.6595 -0.5149 0.0 0.1 0.0
H -5.7812 1.9267 -1.2340 0.0 0.0 0.0
H -5.0823 3.4954 -0.8012 0.0 0.0 0.0
H -4.3268 2.0226 -0.2244 0.0 0.0 0.0
H -5.3302 1.2028 -3.4511 0.0 0.0 0.0
H -1.6805 2.2309 -5.4191 0.0 0.0 0.0
H -0.9609 3.4821 -3.4383 0.0 0.0 0.0
H -1.0431 4.6224 -0.0145 0.0 0.0 0.0
H -0.6234 4.6212 -1.7239 0.0 0.0 0.0
C 2.8868 -2.5466 -0.6047 0.0 0.0 0.0
N 2.9854 -2.1290 0.7845 -0.1 0.0 0.0
C 3.1746 -0.8735 1.2203 0.1 0.0 -0.1
Se 3.3695 0.6642 0.1860 0.0 -0.1 0.1
N 3.1901 -0.9020 2.5633 0.0 0.0 0.0
C 2.9534 -2.1897 3.0188 0.0 0.0 0.0
C 2.8358 -2.7256 4.2915 0.0 0.0 0.0
C 2.5861 -4.0836 4.3708 0.0 0.0 0.0
C 2.4616 -4.8756 3.2226 0.0 0.0 0.0
C 2.5806 -4.3369 1.9539 0.0 0.0 0.0
C 2.8273 -2.9741 1.8770 0.0 0.0 0.0
H 2.8581 -1.6580 -1.2315 0.0 0.0 0.0
H 1.9654 -3.1104 -0.7392 0.0 0.0 0.0
H 3.7438 -3.1673 -0.8647 0.0 0.0 0.0
H 3.2211 -0.0541 3.1077 0.0 0.0 0.0
H 2.9167 -2.1090 5.1762 0.0 0.0 0.0
H 2.4802 -4.5454 5.3431 0.0 0.0 0.0
H 2.2659 -5.9336 3.3318 0.0 0.0 0.0
H 2.4802 -4.9468 1.0668 0.0 0.0 0.0
```
Positions in Å, forces in eV/Å.

=====

Q: Among the records above, which one has the lowest energy above the lowest of the compared OMol25 structures with the same formula, charge and spin?
A: C32H28BrMnN4O3S2

=====

Q: Which formula does entry 3 have?
A: C32H28ClCoN4O6Se